154
Properties=species:S:1:pos:R:3:forces:R:3 method="wB97M-V/def2-TZVPD" energy_ha=-2791.91985 relative_energy_ev=0.000 smiles=COC[C@H](C)N.COC[C@H](C)N.COCCNCCOC.COCCNCCOC.COCCNCCOC.COCCNCCOC.COCCNCCOC spin_multiplicity=1 e_homo_ev=-8.091 total_charge=0
C 7.8174 19.9744 -5.1390 0.5 -0.2 0.1
O 8.4745 19.1498 -4.1938 0.2 0.2 0.5
C 7.6200 18.1602 -3.6837 -0.2 -0.9 0.0
C 8.2156 17.3402 -2.5296 -0.9 0.2 0.5
C 7.2244 16.2546 -2.0725 -0.2 -0.2 -1.1
N 8.4776 18.1629 -1.3425 1.1 0.6 -0.3
H 6.8337 20.2926 -4.7851 -0.1 0.0 0.0
H 7.7277 19.4414 -6.0886 -0.2 0.1 -0.1
H 8.4502 20.8481 -5.2769 0.0 0.1 -0.1
H 6.7040 18.6368 -3.3015 -0.1 -0.1 -0.1
H 7.3512 17.4551 -4.4835 -0.2 0.1 0.0
H 9.1337 16.8536 -2.8532 0.2 0.1 0.0
H 6.9148 15.6104 -2.9048 0.1 0.1 0.0
H 6.3069 16.7025 -1.6869 0.1 0.1 0.2
H 7.6569 15.5849 -1.3336 0.1 0.3 0.2
H 7.8109 18.9303 -1.2906 -0.3 -0.3 0.0
H 9.3519 18.6623 -1.5144 -0.1 -0.1 0.2
C 10.4457 13.8528 -7.8673 0.1 0.8 0.1
O 9.2290 14.0662 -7.1826 0.0 -0.2 -0.3
C 8.4836 12.8791 -7.0817 -0.2 0.1 0.0
C 7.1573 13.1402 -6.3821 -0.6 -0.5 0.2
C 7.2560 13.7266 -4.9871 0.5 0.5 -0.1
N 6.4656 11.8535 -6.3025 0.9 0.0 0.1
H 10.3367 13.6360 -8.9374 -0.4 0.0 0.0
H 11.0464 13.0514 -7.4283 0.0 0.1 0.2
H 10.9433 14.8165 -7.7786 0.4 -0.2 -0.2
H 8.2601 12.4848 -8.0874 0.1 0.0 0.0
H 9.0889 12.1192 -6.5698 -0.3 0.0 0.2
H 6.5624 13.8383 -6.9903 0.3 0.2 -0.1
H 7.6104 14.7600 -5.0439 0.1 -0.1 0.0
H 7.9499 13.1619 -4.3606 -0.1 -0.1 0.0
H 6.2760 13.7713 -4.5086 -0.1 -0.2 0.0
H 6.1835 11.5496 -7.2240 -0.4 -0.1 0.1
H 5.7105 11.8909 -5.6374 -0.4 0.0 -0.3
C 9.8538 13.0481 -12.0087 0.6 -0.5 0.7
O 8.9874 12.1190 -12.6114 -0.2 0.2 0.1
C 7.8936 12.7833 -13.2218 0.1 0.0 -0.7
C 6.9893 11.7421 -13.8774 0.7 0.5 0.3
N 7.7265 11.0173 -14.9115 -0.4 -0.5 0.7
C 6.8889 9.9571 -15.4814 0.4 0.0 0.1
C 7.7400 8.9456 -16.2160 -0.6 0.1 -0.2
O 8.5462 8.2511 -15.2898 0.1 -0.2 -0.2
C 9.3787 7.3046 -15.9674 -0.1 1.3 0.0
H 10.2918 13.7633 -12.7092 -0.3 0.1 -0.2
H 10.6885 12.5041 -11.5615 0.0 -0.2 -0.2
H 9.3895 13.5560 -11.1563 -0.3 0.3 -0.2
H 8.2943 13.4538 -13.9936 -0.1 0.1 0.0
H 7.3610 13.4036 -12.4904 -0.1 -0.1 0.1
H 6.1319 12.2380 -14.3349 -0.1 0.0 0.1
H 6.6519 11.0951 -13.0582 -0.3 -0.2 -0.2
H 8.4815 10.5502 -14.4121 0.1 0.1 -0.2
H 6.1576 10.4232 -16.1434 0.0 -0.1 -0.2
H 6.3321 9.3740 -14.7332 0.0 0.2 0.2
H 8.3356 9.4351 -16.9965 0.1 0.0 0.1
H 7.0622 8.2287 -16.7000 0.1 0.0 -0.1
H 10.2107 7.8547 -16.4208 0.2 -0.2 0.0
H 8.8215 6.8726 -16.8008 0.0 -0.6 0.2
H 9.7497 6.6105 -15.2231 -0.1 -0.3 -0.2
C 4.4716 17.1098 -4.9569 -0.2 -0.8 0.0
O 5.3937 16.8116 -5.9827 0.3 0.1 0.0
C 4.9711 17.2848 -7.2459 -0.5 -0.6 -0.5
C 5.9282 16.8116 -8.3156 1.4 -0.9 1.5
N 7.1863 17.5408 -8.2758 0.9 0.8 -1.0
C 8.2210 16.9135 -9.0886 -0.3 -0.1 -1.0
C 9.5561 17.6656 -9.1113 -0.2 -0.2 0.7
O 10.5973 16.8175 -9.5429 0.3 0.1 -0.1
C 10.5927 16.5657 -10.9249 0.1 -0.6 -0.2
H 3.4459 16.9575 -5.3127 -0.1 0.5 -0.1
H 4.6319 18.1022 -4.5363 -0.2 0.1 0.0
H 4.5738 16.3450 -4.1841 0.4 0.2 0.2
H 4.8528 18.3730 -7.2528 0.0 0.0 0.0
H 4.0131 16.7902 -7.4631 -0.2 0.4 0.0
H 5.4983 16.7325 -9.3122 0.0 0.6 -0.1
H 6.1989 15.7740 -8.0453 -0.5 -0.2 -0.1
H 7.6041 17.6223 -7.3571 -0.7 -0.2 0.4
H 7.8732 16.8522 -10.1278 -0.2 0.2 0.0
H 8.3909 15.8611 -8.8189 0.2 0.1 0.4
H 9.8301 17.9753 -8.0985 0.0 -0.1 0.1
H 9.5267 18.5830 -9.7076 -0.2 -0.1 -0.2
H 9.7302 15.9679 -11.2393 -0.2 0.3 0.0
H 11.4496 15.9347 -11.1683 0.2 0.2 0.2
H 10.6718 17.4792 -11.5210 -0.2 0.1 0.0
C 10.6736 10.1285 -8.5317 -1.1 -0.6 -0.5
O 10.8695 9.1346 -7.5520 0.3 0.6 0.1
C 9.9386 9.2692 -6.4786 1.1 -0.4 0.1
C 10.2743 8.1068 -5.5561 0.2 -1.4 0.1
N 9.3973 7.9306 -4.4275 -0.6 1.3 -0.4
C 9.5441 8.8423 -3.3109 0.3 -0.6 0.7
C 10.7841 8.5315 -2.4704 -0.1 -1.2 -0.2
O 10.7047 7.1686 -2.0261 0.3 0.1 -0.4
C 11.9808 6.7179 -1.5869 -1.3 -0.3 0.5
H 10.4776 11.1336 -8.1520 0.4 -0.1 0.3
H 9.7586 9.8483 -9.0744 0.0 0.2 -0.3
H 11.4869 10.1325 -9.2539 0.2 0.0 0.2
H 8.9109 9.1960 -6.8410 -0.1 0.1 0.1
H 10.1308 10.2326 -5.9985 -0.3 0.1 0.1
H 11.3311 8.0722 -5.2553 0.1 0.8 -0.1
H 10.2454 7.2066 -6.1797 -0.4 0.0 0.0
H 9.1558 6.9982 -4.1553 0.3 -0.2 0.0
H 8.6497 8.7285 -2.6981 0.0 0.2 0.1
H 9.6439 9.8849 -3.6137 -0.3 0.0 -0.3
H 10.9393 9.1376 -1.5752 -0.1 0.5 -0.3
H 11.6389 8.5915 -3.1535 0.2 0.3 0.2
H 12.7308 6.8323 -2.3691 0.2 0.2 0.2
H 11.8778 5.6610 -1.3373 0.0 0.0 -0.2
H 12.1830 7.2215 -0.6362 0.7 0.2 -0.2
C 2.5891 13.4285 -5.5950 0.8 0.3 -0.2
O 3.2672 12.2410 -5.9491 -0.3 -0.2 0.1
C 2.4083 11.1125 -5.8386 -0.5 0.3 0.0
C 3.1733 9.8606 -6.1561 0.6 0.5 0.4
N 3.5830 9.8483 -7.5407 -0.1 -1.3 -0.5
C 4.7798 9.0261 -7.7993 -0.9 1.6 -0.4
C 5.3215 9.3979 -9.1721 1.7 -0.8 0.4
O 5.8415 10.7079 -9.0899 -0.2 0.9 0.5
C 6.4316 11.2255 -10.2697 -0.7 -0.7 0.2
H 1.8596 13.7081 -6.3601 -0.3 -0.1 0.2
H 3.3382 14.2239 -5.5640 0.0 -0.1 0.0
H 2.1577 13.3578 -4.5928 -0.3 -0.1 -0.1
H 1.5531 11.2091 -6.5228 0.1 0.1 -0.1
H 1.9700 11.0921 -4.8330 0.2 -0.2 0.1
H 2.5838 8.9855 -5.8688 -0.1 0.0 -0.3
H 4.0454 9.8412 -5.4799 0.1 0.0 0.0
H 3.7386 10.7545 -7.9564 0.0 0.3 0.5
H 4.5626 7.9607 -7.7471 0.0 0.0 0.1
H 5.5339 9.3363 -7.0655 0.3 -0.6 0.0
H 4.6496 9.2790 -10.0261 -0.3 0.0 0.2
H 6.1966 8.7379 -9.3011 -0.2 -0.2 -0.5
H 7.2786 10.6030 -10.5695 0.0 0.0 -0.2
H 6.7754 12.2409 -10.0892 0.0 0.0 0.2
H 5.6368 11.2357 -11.0211 0.3 0.1 -0.4
C 14.0866 12.1668 -6.4674 0.6 0.3 -0.1
O 13.0484 12.7824 -5.7486 -0.6 0.0 -0.7
C 13.0762 14.1947 -5.7741 0.9 0.4 0.8
C 12.0228 14.6976 -4.8166 -0.3 -0.4 0.0
N 12.2451 14.1075 -3.4959 0.3 0.6 -0.1
C 11.0567 14.2024 -2.6690 -0.7 -0.9 -0.1
C 11.2745 13.6775 -1.2640 0.8 -0.2 -0.5
O 11.5763 12.2894 -1.3532 -0.4 0.2 0.0
C 11.7469 11.6997 -0.0946 0.0 -0.5 0.2
H 14.2459 12.5689 -7.4764 -0.4 0.2 0.0
H 13.8656 11.1087 -6.5781 0.0 -0.1 0.3
H 15.0341 12.3406 -5.9440 0.1 -0.3 0.1
H 13.0042 14.6471 -6.7659 -0.4 -0.4 -0.2
H 14.0445 14.5426 -5.3858 0.1 -0.1 0.0
H 11.0241 14.4049 -5.1786 0.0 0.2 -0.2
H 12.0812 15.7875 -4.7737 -0.1 0.0 0.1
H 12.4264 13.1260 -3.6793 0.1 0.0 0.3
H 10.2777 13.5916 -3.1579 -0.3 0.1 0.3
H 10.6314 15.2036 -2.5980 0.4 0.3 -0.1
H 10.4017 13.8291 -0.6229 -0.1 0.1 0.0
H 12.1569 14.1771 -0.8450 -0.2 0.2 0.2
H 12.6639 12.0264 0.4082 0.0 0.1 -0.1
H 11.7924 10.6212 -0.2536 0.2 0.1 0.0
H 10.9021 11.8650 0.5864 -0.1 0.3 -0.1

164
Properties=species:S:1:pos:R:3:forces:R:3 method="wB97M-V/def2-TZVPD" energy_ha=-3399.17267 spin_multiplicity=1 e_homo_ev=-6.609 total_charge=-1
O 2.0800 -2.7568 1.7073 0.0 1.2 -1.9
C 1.7585 -1.9677 0.8299 -0.5 -1.1 2.8
O 0.5218 -1.5100 0.6764 0.4 -0.9 0.9
B 0.5072 -0.4477 -0.2856 -0.4 -0.7 -0.4
O 1.8362 -0.4361 -0.8576 0.4 0.4 -0.2
C 2.6155 -1.2430 -0.1719 2.5 -0.3 -1.6
O 3.7984 -1.4152 -0.4136 -1.5 0.1 0.7
O 0.1801 0.8136 0.3243 -0.3 1.4 0.3
C -0.8511 1.3262 -0.3037 -3.1 2.8 0.8
O -1.5322 2.3423 -0.0184 2.7 -3.2 -1.2
C -1.2874 0.3142 -1.3759 -4.3 1.6 -2.5
O -0.5618 -0.7305 -1.2568 1.4 -0.9 -0.3
O -2.2678 0.4499 -2.1425 3.0 -0.2 2.2
C 9.1287 -4.7147 1.0249 0.0 0.0 0.0
C 8.2199 -4.6887 -0.2055 -0.1 0.8 0.1
C 7.3485 -3.4003 -0.2557 1.0 -1.4 -0.7
O 6.5837 -3.2294 0.8567 -1.1 0.8 2.2
C 5.3946 -3.9844 0.9747 -1.0 -0.2 -0.9
N 8.9465 -4.8086 -1.4814 0.0 -0.6 0.4
H 9.8873 -3.9332 1.0703 0.1 0.1 -0.3
H 9.6093 -5.6904 1.0961 0.2 0.1 -0.1
H 8.5295 -4.5995 1.9281 -0.2 0.1 -0.1
H 7.5810 -5.5509 -0.0142 -0.2 -0.2 -0.7
H 6.7611 -3.3926 -1.1738 -0.3 -0.2 -0.3
H 8.0697 -2.5897 -0.3603 -0.1 0.4 0.3
H 4.7534 -3.8166 0.1094 0.3 -0.3 -0.7
H 4.6483 -3.6776 1.7074 1.0 0.7 0.8
H 5.5244 -5.0540 1.1397 0.4 -0.1 -0.2
H 9.3241 -3.9136 -1.7581 0.2 0.2 0.1
H 8.3036 -5.0561 -2.2200 -0.1 -0.1 -0.1
C -6.7348 6.3978 -3.4892 0.3 0.3 1.2
C -5.9730 7.2539 -2.4230 0.0 -0.1 -1.5
C -4.4585 6.9325 -2.3266 -1.2 -1.2 -0.7
O -4.2374 5.5296 -2.1128 -0.1 1.6 1.1
C -2.8962 5.3622 -1.7055 -0.1 -1.3 0.6
N -6.1590 8.6712 -2.7815 0.3 0.1 0.4
H -7.7781 6.7129 -3.4726 0.0 0.2 -0.1
H -6.7377 5.3523 -3.1810 0.2 -0.1 -0.3
H -6.3334 6.5083 -4.4966 0.1 -0.1 0.1
H -6.5033 7.1187 -1.4803 0.4 -0.1 0.2
H -3.9837 7.5365 -1.5534 0.1 0.0 0.1
H -3.9448 7.0355 -3.2825 -0.2 1.2 -0.3
H -2.6406 6.0022 -0.8610 -0.2 -0.2 0.3
H -2.1322 5.5695 -2.4548 -0.2 0.0 -0.6
H -2.9096 4.3043 -1.4434 0.9 0.1 0.3
H -5.8524 9.2408 -2.0059 -0.2 0.2 0.4
H -5.4971 8.9366 -3.4967 0.0 -0.2 -0.6
C -4.0603 -2.9030 0.0759 0.3 0.7 0.7
C -3.2661 -4.0961 -0.4355 1.0 1.1 1.3
C -1.8692 -3.5895 -0.9870 -1.2 -0.8 -0.1
O -1.0418 -4.6949 -1.3408 0.2 -0.4 -0.5
C 0.1151 -4.2091 -2.0094 0.2 -0.6 0.9
N -3.0823 -4.9775 0.7352 -0.2 -0.9 -1.2
H -3.5155 -2.5222 0.9398 0.5 0.5 -0.1
H -4.9964 -3.1072 0.5957 -0.3 -0.7 -0.7
H -4.2022 -2.0930 -0.6395 0.0 -0.1 -0.1
H -3.8573 -4.5936 -1.2044 0.4 -0.4 -0.1
H -1.2993 -3.0128 -0.2585 -0.4 0.3 0.3
H -2.0453 -2.9787 -1.8724 0.0 0.3 -0.1
H -0.1546 -3.7865 -2.9773 0.2 0.4 0.1
H 0.8860 -4.9702 -2.1303 -0.6 -0.8 -0.3
H 0.6592 -3.5723 -1.3118 -0.2 1.0 -0.3
H -2.5197 -4.5743 1.4708 0.0 0.7 0.1
H -2.5139 -5.7280 0.3695 0.1 -0.5 0.2
C 1.1313 5.9055 -0.0117 -1.9 -0.5 -0.5
C 2.6211 6.0105 0.2311 -1.2 -1.0 -0.8
C 3.2839 4.6497 -0.1267 1.0 0.4 0.8
O 2.7691 3.6233 0.7068 0.6 -0.7 -0.1
C 3.4213 2.3262 0.6487 -0.9 0.2 -0.4
N 3.1695 7.1035 -0.5544 1.2 0.4 0.2
H 0.5627 6.8351 -0.0349 0.5 0.5 0.2
H 0.4845 5.2861 0.6097 0.7 -0.3 0.7
H 0.9132 5.4693 -0.9865 0.4 0.0 -0.5
H 2.7977 6.1495 1.2977 0.3 0.3 0.0
H 4.3409 4.7751 0.1083 0.3 0.0 -0.1
H 3.2394 4.3474 -1.1730 -0.5 0.2 -0.3
H 3.2271 1.8039 -0.2881 -0.1 0.3 -0.3
H 2.9128 1.7219 1.4000 0.2 0.1 0.2
H 4.4986 2.2958 0.8115 0.0 0.6 0.2
H 3.1290 7.0337 -1.5611 -0.2 -0.6 0.0
H 2.7713 8.0031 -0.3258 -0.1 -0.2 0.3
C -4.4129 1.1517 1.8332 -0.4 0.3 -0.5
C -5.6880 1.9910 1.9676 0.7 -0.9 -1.9
C -5.7606 3.0908 0.8359 -0.6 -0.9 0.8
O -6.9626 3.8228 1.0748 0.0 1.3 -1.6
C -7.1374 4.8231 0.0195 0.0 0.2 1.5
N -6.8409 1.0385 2.0118 0.1 1.8 0.4
H -4.3935 0.4636 2.6783 0.6 0.3 0.2
H -3.5593 1.8039 1.6486 0.3 -0.2 0.8
H -4.4237 0.5015 0.9584 -0.4 0.0 -0.3
H -5.6585 2.5083 2.9266 -0.1 0.1 0.0
H -5.8074 2.7287 -0.1911 -0.1 -0.9 -0.1
H -4.8553 3.6964 0.7959 0.1 0.5 0.7
H -8.0098 5.4408 0.2330 -0.3 -0.4 0.3
H -7.2513 4.4642 -1.0034 0.2 -0.6 0.1
H -6.3137 5.5353 0.0677 0.4 -0.2 -0.2
H -7.5744 1.7255 2.1116 -0.9 -0.3 0.3
H -7.0590 0.6352 1.1119 0.5 -0.1 -0.4
C 0.6506 -1.8095 4.3119 2.5 1.5 0.7
C -0.8147 -1.9654 4.1971 0.2 -0.8 -1.5
C -1.5915 -0.7215 3.7742 2.2 -0.2 1.7
O -1.1970 0.2506 4.7904 -1.1 -1.1 0.3
C -2.0516 1.3600 4.9048 0.2 0.5 -0.8
N -1.0301 -2.9827 3.1495 -1.7 -0.1 0.7
H 1.2582 -2.6825 4.0738 -0.5 -0.3 -0.1
H 0.9561 -1.5121 5.3150 0.0 0.1 0.3
H 1.0759 -1.0214 3.6906 -0.2 0.2 -0.4
H -1.0593 -2.3018 5.2047 -1.2 -0.3 -0.2
H -2.6209 -1.0662 3.6771 -0.4 0.9 0.3
H -1.1538 -0.3823 2.8353 -0.4 0.1 -0.4
H -1.8431 1.9592 4.0185 -0.7 0.5 -0.1
H -1.8286 1.9801 5.7730 0.4 -0.3 0.2
H -3.1037 1.0889 4.9924 -0.1 -0.1 -0.2
H -0.5574 -2.6993 2.3031 0.2 0.1 0.0
H -0.5753 -3.8262 3.4685 -0.3 0.3 -0.7
C 5.2218 -1.8666 -6.1554 0.7 -1.0 0.9
C 5.0085 -1.2723 -4.7428 -1.3 0.6 0.2
C 3.5577 -1.5110 -4.1901 0.5 0.6 -0.6
O 2.7634 -0.5056 -4.7865 0.2 0.9 -0.9
C 1.4591 -0.3623 -4.2688 0.6 -1.5 1.3
N 6.0316 -1.6792 -3.7664 -0.1 -0.7 -1.1
H 6.2842 -1.7749 -6.3809 0.0 0.2 -0.3
H 4.6184 -1.6190 -7.0287 -0.2 1.0 0.5
H 5.0446 -2.9403 -6.0928 0.1 -0.4 0.2
H 5.1263 -0.1888 -4.7622 -0.3 0.1 -0.4
H 3.5635 -1.4785 -3.1006 0.0 0.6 0.3
H 3.1465 -2.4969 -4.4070 0.0 -0.4 -0.5
H 1.0529 -1.3736 -4.2882 -0.9 0.0 -0.1
H 0.7937 0.3540 -4.7508 0.6 0.0 -0.4
H 1.5716 -0.1290 -3.2101 -0.4 0.3 0.1
H 5.7035 -1.4008 -2.8526 0.0 0.0 0.3
H 6.0281 -2.6891 -3.7793 0.3 -0.4 0.3
C 0.5644 -7.4072 0.5485 -0.9 -0.6 0.8
C 0.7849 -6.1490 1.3855 0.1 0.3 -3.4
C 0.6192 -6.3844 2.8172 0.3 -0.6 0.7
O 0.5162 -5.1273 3.4877 -0.1 -2.1 1.1
C 0.2948 -5.3415 4.8823 1.0 1.1 0.8
N 2.1227 -5.6427 1.0535 0.3 0.3 0.9
H 1.2774 -8.1587 0.8877 0.1 -0.2 -0.4
H 0.5051 -7.3286 -0.5371 0.8 0.6 0.0
H -0.4365 -7.8011 0.7252 -0.2 -0.2 0.5
H 0.0297 -5.4299 1.0683 -0.3 0.2 0.0
H 1.4584 -6.9970 3.1469 0.6 0.4 0.5
H -0.2045 -7.0758 2.9950 -0.8 0.5 0.1
H 1.1575 -5.8273 5.3381 -0.1 -0.7 -0.2
H -0.6457 -5.7740 5.2234 -0.1 -0.5 -0.8
H 0.3235 -4.3847 5.4036 -0.1 0.4 -0.4
H 2.3298 -5.5654 0.0680 -0.5 -0.3 -0.2
H 2.1762 -4.6971 1.4045 0.3 0.1 0.2
O -1.7683 3.7663 2.2308 -0.9 0.6 0.6
H -0.8158 3.6947 2.2934 0.7 -0.1 0.0
H -2.0058 3.1838 1.5093 0.2 0.0 -0.2
C 1.0662 2.1054 3.4633 0.2 0.0 -0.5
O 0.9763 3.2787 2.6568 -0.4 -0.2 0.9
H 0.4255 2.1716 4.3426 0.1 0.2 -0.2
H 0.7743 1.2353 2.8752 -0.2 -0.2 0.1
H 2.1023 1.9507 3.7644 0.1 0.0 0.3
H 1.6958 3.2551 2.0217 0.0 0.4 -0.4
C -3.8726 2.9059 -3.8139 0.3 -0.3 0.7
O -4.7176 3.9626 -4.1531 -0.5 0.0 -1.2
H -4.3640 2.2719 -3.0759 0.1 -0.4 0.0
H -3.5778 2.3064 -4.6751 -0.2 0.2 -0.1
H -2.9825 3.2985 -3.3223 0.4 -0.3 -0.2
H -4.7392 4.5153 -3.3685 -0.1 0.4 0.1